Entry from the Open Molecules 2025 dataset: a cluster of 2 separate species, C5H7NO in total (ωB97M-V/def2-TZVPD).

```
14
Properties=species:S:1:pos:R:3:nbo_charge:R:1
O 0.565 -0.459 -1.387 -0.3794
N 0.353 -1.371 -0.367 -0.0716
C 1.707 0.331 0.516 -0.5048
C 0.986 -0.971 0.694 -0.0086
C -3.275 -0.252 0.762 -0.2414
C -2.826 0.127 -0.282 -0.2270
C 1.212 0.680 -0.986 -0.0630
H -3.743 -0.552 1.687 0.2367
H 0.556 1.502 -0.977 0.1645
H 2.789 0.098 0.324 0.2279
H 0.952 -1.612 1.602 0.2178
H 1.934 0.871 -1.678 0.1812
H 1.480 1.077 1.329 0.2376
H -2.688 0.531 -1.237 0.2302
```

net charge = 0
SMILES string = C1=NOCC1.C#C
HOMO level = -9.2 eV
Kohn-Sham gap = 0.3736 Ha
energy above the lowest of the compared OMol25 structures with the same formula, charge and spin = 116.2 kcal/mol
LUMO energy = 0.0371 Ha



Entry from the Open Molecules 2025 dataset: an isolated molecule of C5H7NO (ωB97M-V/def2-TZVPD).

```
14
Properties=species:S:1:pos:R:3:nbo_charge:R:1
O 1.539 -0.008 -1.974 -0.5765
N -1.959 -0.330 -0.291 -0.6934
C 0.704 0.253 1.658 -0.6183
C -0.970 -0.515 -1.769 -0.1003
C 0.579 0.095 0.171 -0.2817
C -0.545 -0.175 -0.527 0.1253
C 1.687 0.115 -0.762 0.3851
H 1.611 -0.229 2.037 0.2203
H -0.143 -0.209 2.177 0.2106
H -1.227 0.201 -2.545 0.2047
H -2.281 -1.204 0.104 0.4026
H 0.744 1.303 1.973 0.2117
H -2.444 0.479 0.087 0.3953
H 2.705 0.223 -0.340 0.1146
```

net charge = 0
SMILES string = C/C(=C/[O-])C1=C[NH2+]1
HOMO level = -7.8 eV
Kohn-Sham gap = 0.3040 Ha
energy above the lowest of the compared OMol25 structures with the same formula, charge and spin = 100.0 kcal/mol
LUMO energy = 0.0165 Ha



Entry from the Open Molecules 2025 dataset: an isolated molecule of C5H7NO (ωB97M-V/def2-TZVPD).

```
14
Properties=species:S:1:pos:R:3:nbo_charge:R:1
O -0.894 -0.971 0.596 -0.4141
N 1.142 1.890 1.442 -0.8037
C -0.325 -0.660 -0.591 0.3318
C -0.412 -0.076 1.528 -0.0094
C 0.529 0.401 -0.421 -0.3824
C -0.738 -1.517 -1.757 -0.6568
C 0.378 0.832 0.926 0.0809
H 1.485 0.575 -0.846 0.2251
H -0.677 -0.243 2.556 0.1999
H -0.475 -2.572 -1.620 0.2260
H 1.462 2.523 0.717 0.3721
H -1.826 -1.473 -1.906 0.2300
H 0.614 2.419 2.118 0.3731
H -0.268 -1.156 -2.677 0.2273
```

net charge = 0
SMILES string = Cc1cc(N)co1
HOMO level = -7.9 eV
Kohn-Sham gap = 0.3307 Ha
energy above the lowest of the compared OMol25 structures with the same formula, charge and spin = 27.6 kcal/mol
LUMO energy = 0.0396 Ha



Entry from the Open Molecules 2025 dataset: an isolated molecule of C5H7NO (ωB97M-V/def2-TZVPD).

```
14
Properties=species:S:1:pos:R:3:nbo_charge:R:1
O -0.963 -0.757 0.769 -0.4172
N 1.687 1.667 1.221 -0.8044
C -0.524 -0.604 -0.482 0.3730
C 0.766 0.693 0.806 0.1002
C -1.256 -1.223 -1.615 -0.6614
C -0.146 0.031 1.560 -0.0253
C 0.571 0.199 -0.546 -0.4501
H 1.907 2.324 0.482 0.3784
H 1.370 2.187 2.032 0.3742
H -0.693 -1.090 -2.546 0.2325
H -0.310 -0.069 2.619 0.2009
H -1.474 -2.279 -1.454 0.2238
H 1.267 -0.398 -1.113 0.2418
H -2.202 -0.681 -1.734 0.2334
```

net charge = 0
SMILES string = Cc1cc(N)co1
HOMO level = -7.9 eV
Kohn-Sham gap = 0.3312 Ha
energy above the lowest of the compared OMol25 structures with the same formula, charge and spin = 41.7 kcal/mol
LUMO energy = 0.0391 Ha



Entry from the Open Molecules 2025 dataset: an isolated molecule of C5H7NO (ωB97M-V/def2-TZVPD).

```
14
Properties=species:S:1:pos:R:3:nbo_charge:R:1
O -0.874 -0.139 1.404 -0.4293
N -0.259 -2.371 1.423 -0.8118
C -0.220 -1.140 0.796 0.4757
C 0.386 1.678 -1.475 -0.6288
C -0.749 0.971 0.589 0.0254
C -0.029 0.651 -0.503 -0.0844
C 0.318 -0.732 -0.382 -0.4014
H -0.342 -2.282 2.425 0.3862
H 1.444 1.948 -1.109 0.2186
H 0.909 -1.331 -1.051 0.2209
H 0.502 1.330 -2.503 0.2159
H 0.502 -2.984 1.167 0.3845
H -1.410 1.785 0.834 0.2019
H -0.190 2.618 -1.597 0.2266
```

net charge = 0
SMILES string = Cc1coc(N)c1
HOMO level = -7.6 eV
Kohn-Sham gap = 0.3155 Ha
energy above the lowest of the compared OMol25 structures with the same formula, charge and spin = 21.0 kcal/mol
LUMO energy = 0.0360 Ha



Entry from the Open Molecules 2025 dataset: a structure of composition C5H7NO (ωB97M-V/def2-TZVPD).

```
14
Properties=species:S:1:pos:R:3:nbo_charge:R:1
O -0.499 -0.132 1.466 -0.5182
N 1.055 -0.081 -1.256 -0.3695
C 0.305 -0.957 -0.689 0.0752
C 0.623 -0.665 0.754 0.0203
C 1.574 0.359 0.072 -0.2727
C -1.517 0.087 0.557 0.1014
C -1.380 0.965 -0.431 -0.4290
H -1.973 0.900 -1.332 0.2145
H -2.320 -0.644 0.598 0.1781
H -0.393 -1.642 -1.169 0.1947
H 1.365 1.396 0.361 0.1971
H 1.082 -1.448 1.364 0.2016
H -0.572 1.685 -0.424 0.2048
H 2.649 0.176 0.129 0.2017
```

net charge = 0
HOMO level = -9.3 eV
Kohn-Sham gap = 0.3820 Ha
energy above the lowest of the compared OMol25 structures with the same formula, charge and spin = 86.6 kcal/mol
LUMO energy = 0.0389 Ha



Entry from the Open Molecules 2025 dataset: an isolated molecule of C5H7NO (ωB97M-V/def2-TZVPD).

```
14
Properties=species:S:1:pos:R:3:nbo_charge:R:1
O 1.718 1.607 1.883 -0.5262
N -1.002 1.225 -0.796 -0.6322
C -1.509 0.055 -0.878 0.0969
C 0.428 -1.216 0.073 -0.0896
C 0.941 0.911 1.279 0.4722
C 1.372 -0.056 0.180 -0.5840
C -0.846 -1.147 -0.341 -0.2970
H 0.802 -2.184 0.403 0.2103
H -1.449 -2.053 -0.329 0.2148
H -2.472 -0.131 -1.370 0.1607
H 1.377 0.519 -0.756 0.2703
H 2.395 -0.374 0.397 0.2347
H -1.609 1.916 -1.235 0.3477
H -0.144 0.929 1.492 0.1217
```

net charge = 0
SMILES string = [H]/N=C/C=C\CC=O
HOMO level = -9.4 eV
Kohn-Sham gap = 0.3541 Ha
energy above the lowest of the compared OMol25 structures with the same formula, charge and spin = 37.2 kcal/mol
LUMO energy = 0.0105 Ha



Entry from the Open Molecules 2025 dataset: a cluster of 2 separate species, C5H7NO in total (ωB97M-V/def2-TZVPD).

```
14
Properties=species:S:1:pos:R:3:nbo_charge:R:1
O 0.882 -1.409 -0.926 -0.4810
N 2.723 -0.378 0.324 -0.4320
C -0.167 0.899 -0.904 -0.2445
C -1.195 -0.533 0.252 -0.4514
C -0.956 0.961 0.171 -0.1111
C 1.846 -0.868 -0.261 0.5545
C -0.327 -0.591 -1.035 0.0813
H -1.321 1.781 0.782 0.2168
H -2.233 -0.868 0.149 0.2149
H 0.382 1.627 -1.491 0.2267
H -0.730 -1.044 1.101 0.2253
H 0.648 0.853 2.312 -0.0379
H 1.261 0.597 1.974 0.0324
H -0.808 -0.978 -1.935 0.2060
```

net charge = 0
SMILES string = N#CO[C@@H]1C=CC1.[H][H]
HOMO level = -10.5 eV
Kohn-Sham gap = 0.4127 Ha
energy above the lowest of the compared OMol25 structures with the same formula, charge and spin = 87.5 kcal/mol
LUMO energy = 0.0285 Ha



Entry from the Open Molecules 2025 dataset: a structure of composition C5H7NO (ωB97M-V/def2-TZVPD).

```
14
Properties=species:S:1:pos:R:3:nbo_charge:R:1
O 0.796 0.319 1.184 -0.4751
N -1.109 -0.343 2.497 -0.4317
C 0.815 -0.258 -0.130 0.1009
C -0.466 -0.226 1.414 0.5134
C -0.600 -0.827 0.062 -0.4925
C 0.841 0.987 -1.011 -0.6052
C -1.972 -0.031 3.413 -0.0419
H 1.748 -0.732 -0.267 0.1943
H -0.596 -1.892 -0.092 0.2415
H -1.312 -0.196 -0.455 0.2342
H -0.055 1.468 -0.822 0.1998
H -1.892 -0.651 4.353 0.1365
H 0.975 0.679 -1.972 0.2034
H 1.639 1.583 -0.538 0.2225
```

net charge = 0
HOMO level = -7.6 eV
Kohn-Sham gap = 0.3115 Ha
energy above the lowest of the compared OMol25 structures with the same formula, charge and spin = 106.1 kcal/mol
LUMO energy = 0.0321 Ha



Entry from the Open Molecules 2025 dataset: an isolated molecule of C5H7NO (ωB97M-V/def2-TZVPD).

```
14
Properties=species:S:1:pos:R:3:nbo_charge:R:1
O -0.421 -1.968 0.020 -0.6764
N 0.279 0.196 -0.467 -0.3604
C -0.576 1.374 1.243 -0.2733
C -0.402 -0.652 0.352 0.4479
C -0.947 0.012 1.413 -0.4139
C 0.170 1.479 0.099 -0.1015
C 1.064 -0.407 -1.547 -0.4047
H -0.993 -2.397 0.666 0.4915
H 0.422 -1.103 -2.099 0.2190
H -0.865 2.183 1.904 0.2213
H -1.554 -0.431 2.189 0.2167
H 1.470 0.322 -2.247 0.2141
H 0.465 2.400 -0.387 0.2142
H 1.888 -1.008 -1.139 0.2052
```

net charge = 0
SMILES string = Cn1cccc1O
HOMO level = -7.6 eV
Kohn-Sham gap = 0.3100 Ha
energy above the lowest of the compared OMol25 structures with the same formula, charge and spin = 19.1 kcal/mol
LUMO energy = 0.0289 Ha



Entry from the Open Molecules 2025 dataset: an isolated molecule of C5H7NO (ωB97M-V/def2-TZVPD).

```
14
Properties=species:S:1:pos:R:3:nbo_charge:R:1
O -0.908 0.512 -1.244 -0.4891
N 0.958 1.912 -1.251 -0.6488
C -1.476 -0.350 -0.363 0.0214
C 0.669 0.185 0.524 -0.3656
C 1.340 -1.082 0.426 -0.3765
C -0.760 -0.368 0.879 -0.4752
C 0.316 0.965 -0.737 0.5619
H 2.072 -1.372 1.170 0.1972
H 1.059 -1.793 -0.343 0.1848
H 0.465 2.293 -2.059 0.3546
H 1.088 0.860 1.270 0.2503
H -0.950 -1.126 1.632 0.2607
H -2.188 -1.050 -0.788 0.2067
H -1.683 0.414 0.885 0.3175
```

net charge = 0
HOMO level (alpha / beta) = -6.5 / -7.9 eV
Kohn-Sham gap (alpha / beta) = 0.2449 / 0.3225 Ha
energy above the lowest of the compared OMol25 structures with the same formula, charge and spin = 128.9 kcal/mol
LUMO energy (alpha / beta) = 0.0078 / 0.0323 Ha



Entry from the Open Molecules 2025 dataset: an isolated molecule of C5H7NO (ωB97M-V/def2-TZVPD).

```
14
Properties=species:S:1:pos:R:3:nbo_charge:R:1
O 1.297 -1.308 -1.420 -0.6311
N -2.817 -0.373 1.317 -0.3165
C -1.818 -0.079 0.893 0.2021
C -0.572 0.468 0.525 -0.0562
C 0.632 0.253 1.404 -0.6453
C -0.288 0.623 -0.973 -0.5090
C 0.055 -0.722 -1.485 0.1798
H 1.460 -0.185 0.904 0.1990
H 1.806 -0.571 -0.988 0.4699
H -1.131 1.152 -1.424 0.2521
H -0.639 -1.426 -1.930 0.1842
H 0.981 1.356 1.785 0.2284
H 0.334 -0.377 2.376 0.2459
H 0.700 1.188 -0.986 0.1966
```

net charge = 0
HOMO level (alpha / beta) = -7.6 / -8.4 eV
Kohn-Sham gap (alpha / beta) = 0.2520 / 0.3263 Ha
energy above the lowest of the compared OMol25 structures with the same formula, charge and spin = 97.9 kcal/mol
LUMO energy (alpha / beta) = -0.0255 / 0.0168 Ha



Entry from the Open Molecules 2025 dataset: an isolated molecule of C5H7NO (ωB97M-V/def2-TZVPD).

```
14
Properties=species:S:1:pos:R:3:nbo_charge:R:1
O 1.092 0.747 -0.901 -0.4077
N -1.849 -0.691 0.022 -0.8232
C -0.622 1.588 0.316 -0.3802
C 1.175 -1.398 0.118 -0.6388
C 0.320 -0.320 -0.494 0.0592
C 0.525 1.836 -0.383 0.1527
C -0.819 0.201 0.107 0.1497
H -1.262 -1.351 -0.561 0.4208
H -2.557 -0.753 0.764 0.3951
H 1.795 -0.936 0.910 0.2058
H -1.249 2.332 0.779 0.2332
H 1.001 2.771 -0.624 0.1974
H 1.849 -1.815 -0.628 0.2181
H 0.600 -2.210 0.574 0.2178
```

net charge = 0
SMILES string = Cc1occc1N
HOMO level = -7.5 eV
Kohn-Sham gap = 0.3105 Ha
energy above the lowest of the compared OMol25 structures with the same formula, charge and spin = 62.7 kcal/mol
LUMO energy = 0.0346 Ha



Entry from the Open Molecules 2025 dataset: an isolated molecule of C5H7NO (ωB97M-V/def2-TZVPD).

```
14
Properties=species:S:1:pos:R:3:nbo_charge:R:1
O -0.867 -1.552 -0.400 -0.6005
N 1.307 -1.059 0.080 -0.6111
C 0.062 -1.585 0.388 0.5178
C 1.204 -0.073 -0.988 -0.2361
C -0.909 1.249 1.696 -0.2247
C -0.427 0.636 0.783 -0.0503
C 0.042 0.872 -0.638 -0.4664
H -0.802 0.768 -1.332 0.2500
H -1.282 2.104 2.183 0.2359
H 0.016 -2.143 1.330 0.1419
H 1.865 -0.738 0.865 0.3919
H 0.337 1.923 -0.596 0.2249
H 2.153 0.462 -1.080 0.2061
H 1.002 -0.604 -1.920 0.2206
```

net charge = 0
SMILES string = C#CCCNC=O
HOMO level = -9.7 eV
Kohn-Sham gap = 0.3876 Ha
energy above the lowest of the compared OMol25 structures with the same formula, charge and spin = 78.5 kcal/mol
LUMO energy = 0.0299 Ha



Entry from the Open Molecules 2025 dataset: an isolated molecule of C5H7NO (ωB97M-V/def2-TZVPD).

```
14
Properties=species:S:1:pos:R:3:nbo_charge:R:1
O -0.150 -2.266 -0.583 -0.5901
N 1.602 -0.852 -0.049 -0.6271
C -0.448 0.186 -0.430 -0.3561
C -1.827 0.137 0.229 -0.5911
C 0.295 -1.156 -0.382 0.6886
C 0.567 1.148 0.135 -0.2581
C 1.722 0.502 0.308 -0.0134
H -2.176 1.148 0.462 0.2106
H -0.581 0.409 -1.501 0.2426
H -2.554 -0.332 -0.438 0.2236
H 0.391 2.201 0.309 0.2227
H 2.287 -1.568 0.131 0.4148
H -1.806 -0.439 1.159 0.2167
H 2.677 0.882 0.649 0.2164
```

net charge = 0
SMILES string = C[C@H]1C=CNC1=O
HOMO level = -8.7 eV
Kohn-Sham gap = 0.3535 Ha
energy above the lowest of the compared OMol25 structures with the same formula, charge and spin = 3.0 kcal/mol
LUMO energy = 0.0344 Ha



Entry from the Open Molecules 2025 dataset: a cluster of 2 separate species, C5H7NO in total (ωB97M-V/def2-TZVPD).

```
14
Properties=species:S:1:pos:R:3:nbo_charge:R:1
O -1.220 1.077 0.071 -0.5255
N 1.069 1.462 -0.547 -0.5179
C 0.982 -0.970 -0.096 -0.2715
C -0.429 -1.155 -0.439 -0.2818
C -0.121 1.803 -0.293 0.4610
C -1.358 -0.208 -0.455 0.1216
C 1.615 0.185 -0.328 0.0049
H -2.354 -0.374 -0.851 0.1965
H -1.072 -0.449 2.126 0.0017
H -0.675 -2.115 -0.884 0.2279
H 2.697 0.179 -0.395 0.1985
H 1.578 -1.839 0.174 0.2204
H -0.378 2.861 -0.288 0.1699
H -0.334 -0.455 2.202 -0.0056
```

net charge = 0
SMILES string = C1=CN=COC=C1.[H][H]
HOMO level = -8.4 eV
Kohn-Sham gap = 0.3190 Ha
energy above the lowest of the compared OMol25 structures with the same formula, charge and spin = 74.7 kcal/mol
LUMO energy = 0.0085 Ha



Entry from the Open Molecules 2025 dataset: an isolated molecule of C5H7NO (ωB97M-V/def2-TZVPD).

```
14
Properties=species:S:1:pos:R:3:nbo_charge:R:1
O 2.112 -0.870 -1.135 -0.5240
N -1.180 -0.461 -0.721 -0.5882
C -0.491 0.914 -0.956 -0.2691
C 1.105 -0.505 -0.431 0.6110
C 0.585 0.837 0.257 -0.3347
C -0.159 -1.119 0.194 -0.1759
C 0.093 -0.122 1.351 -0.4351
H -1.427 1.643 -1.008 0.2264
H 1.010 -0.656 1.872 0.2324
H -1.904 -0.272 -0.095 0.3360
H -0.637 0.416 2.029 0.2340
H 0.055 0.657 -2.098 0.2338
H -0.316 -2.154 0.453 0.2262
H 1.154 1.691 0.289 0.2270
```

net charge = 0
SMILES string = O=C1[C@H]2CN[C@@H]1C2
HOMO level = -9.5 eV
Kohn-Sham gap = 0.3779 Ha
energy above the lowest of the compared OMol25 structures with the same formula, charge and spin = 96.4 kcal/mol
LUMO energy = 0.0273 Ha